{"formula": "C13H17BeIN2", "method": "ωB97M-V with the def2-TZVPD basis set", "symbols": ["C", "C", "H", "H", "H", "H", "H", "H", "Be", "C", "H", "H", "H", "I", "C", "C", "C", "C", "N", "C", "C", "C", "C", "C", "C", "N", "H", "H", "H", "H", "H", "H", "H", "H"], "xyz": [[4.048757, -2.608134, -1.180910], [3.147510, -3.796662, -1.571072], [4.341711, -2.037942, -2.071266], [4.975558, -2.998756, -0.747582], [3.604784, -1.908695, -0.461100], [2.120192, -3.511090, -1.832035], [3.587528, -4.286704, -2.440377], [3.110886, -4.544025, -0.775816], [0.157360, -0.128960, 0.471190], [0.000179, -1.782731, 0.225165], [-0.350393, -1.972286, -0.789022], [-0.781251, -2.126816, 0.909546], [0.895842, -2.380712, 0.407557], [2.487821, 0.255844, 1.081971], [-2.191668, 0.818917, 3.720088], [-2.956485, 1.849854, 3.163593], [-2.701708, 2.198193, 1.845962], [-1.739527, 1.502451, 1.119793], [-0.984944, 0.502287, 1.665704], [-1.208885, 0.174690, 2.953360], [-1.402319, 1.771301, -0.264625], [-1.952099, 2.799254, -1.043330], [-1.486014, 2.966736, -2.353018], [-0.492490, 2.107961, -2.828871], [0.024249, 1.108248, -1.990918], [-0.428378, 0.944931, -0.733595], [-2.360134, 0.508546, 4.743293], [-3.729849, 2.363246, 3.722131], [-3.247427, 2.987222, 1.352744], [-0.570558, -0.606964, 3.362718], [-2.712182, 3.439928, -0.606275], [-1.910349, 3.759300, -2.955727], [-0.113572, 2.209557, -3.837013], [0.817856, 0.422011, -2.262264]], "forces_ev_per_a": [[0.0, -0.2, -0.1], [0.2, 0.3, 0.0], [-0.1, 0.0, 0.2], [-0.1, 0.1, 0.0], [0.0, -0.4, -0.2], [0.3, 0.0, 0.1], [-0.1, -0.1, -0.1], [-0.1, 0.1, 0.0], [0.8, 0.0, 0.6], [-0.4, -0.7, -0.1], [-0.1, -0.4, -0.2], [-0.1, -0.4, -0.1], [-0.1, 0.1, -0.1], [-0.2, 0.6, 0.1], [0.1, 0.0, -0.3], [0.6, -0.5, -0.2], [0.1, -0.2, -0.2], [0.2, -0.7, 1.4], [-0.9, 1.1, 0.6], [-0.2, 0.5, -0.5], [0.6, 0.2, -1.4], [0.5, -0.6, 0.0], [0.0, -0.5, 0.8], [0.0, -0.3, 0.4], [-0.6, 0.4, 0.6], [-0.4, 1.3, -0.6], [0.1, 0.0, -0.1], [0.1, -0.1, 0.1], [-0.1, 0.1, 0.1], [-0.2, 0.2, -0.1], [0.1, 0.0, -0.3], [0.2, -0.1, -0.1], [0.0, 0.0, 0.1], [0.0, 0.1, -0.2]], "mol_weight_g_mol": 337.2, "e_homo_ev": -7.33, "lumo_ev": -1.145, "orbital_gap_ev": 6.18}